{
  "formula": "C16H33F3O4SSi",
  "method": "ωB97M-V/def2-TZVPD",
  "e_tot_ha": -1917.5978,
  "gap_ev": 3.52,
  "e_homo_ha": 0.0132,
  "total_charge": -2,
  "elements": ["C", "C", "C", "C", "C", "C", "C", "C", "C", "C", "C", "C", "C", "C", "C", "Si", "C", "F", "F", "F", "H", "H", "H", "H", "H", "H", "H", "H", "H", "H", "H", "H", "H", "H", "H", "H", "H", "H", "H", "H", "H", "H", "H", "H", "H", "H", "H", "H", "H", "H", "H", "H", "H", "O", "S", "O", "O", "O"],
  "coordinates": [[3.423, 3.274, -0.774], [2.216, 4.345, -0.787], [1.215, 4.058, -2.002], [0.136, 2.958, -1.574], [-1.275, 3.115, -2.355], [-1.686, 1.652, -2.816], [-2.733, 0.931, -1.869], [-2.434, 1.077, -0.314], [-1.626, -0.134, 0.334], [-2.610, -1.372, 0.455], [-1.976, -2.658, 1.137], [-1.085, -2.365, 2.420], [-0.329, -3.716, 2.806], [1.185, -3.775, 2.340], [1.452, -3.260, 0.855], [1.271, -4.608, -0.489], [0.362, -3.962, -2.095], [-0.346, -2.786, -1.896], [-0.585, -4.944, -2.486], [1.242, -3.842, -3.187], [3.882, 3.277, 0.262], [3.020, 2.232, -0.942], [4.219, 3.500, -1.546], [2.651, 5.382, -0.874], [1.635, 4.214, 0.177], [1.793, 3.714, -2.923], [0.632, 4.978, -2.317], [-0.036, 3.064, -0.459], [0.613, 1.948, -1.750], [-1.070, 3.834, -3.204], [-1.990, 3.542, -1.585], [-0.784, 0.990, -3.022], [-2.196, 1.763, -3.836], [-3.815, 1.228, -2.076], [-2.691, -0.180, -2.133], [-1.926, 2.036, -0.015], [-3.450, 1.084, 0.209], [-1.371, 0.205, 1.393], [-0.644, -0.358, -0.173], [-3.554, -1.048, 0.985], [-2.931, -1.687, -0.595], [-1.385, -3.243, 0.371], [-2.820, -3.343, 1.473], [-0.405, -1.471, 2.323], [-1.779, -2.136, 3.296], [-0.927, -4.616, 2.439], [-0.343, -3.796, 3.941], [1.502, -4.875, 2.360], [1.894, -3.260, 3.066], [0.855, -2.346, 0.559], [2.545, -2.934, 0.822], [0.592, -5.823, -0.038], [2.613, -4.999, -0.948], [3.230, 3.730, 3.064], [1.969, 3.027, 3.413], [1.254, 3.786, 4.467], [2.281, 1.663, 3.908], [1.115, 2.929, 2.201]]
}

=====

{
  "formula": "C2H8N4",
  "method": "ωB97M-V/def2-TZVPD",
  "e_tot_ha": -299.0833,
  "gap_ev": [10.43, 7.92],
  "e_homo_ha": [-0.6997, -0.6921],
  "total_charge": 2,
  "elements": ["C", "C", "N", "N", "N", "N", "H", "H", "H", "H", "H", "H", "H", "H"],
  "coordinates": [[0.609, -1.112, 0.893], [-1.704, -1.950, 0.980], [-0.541, -1.544, 1.041], [0.874, 0.025, 0.228], [-0.028, 0.843, -0.352], [0.573, 1.566, -1.477], [1.530, -1.654, 1.308], [-2.145, -2.818, 0.276], [-2.350, -1.804, 1.828], [1.794, 0.261, 0.502], [-0.808, 2.780, 0.352], [1.002, 0.868, -2.153], [1.272, 2.352, -1.342], [-0.076, 2.187, -2.084]]
}

=====

{
  "formula": "C4H10N4",
  "method": "ωB97M-V/def2-TZVPD",
  "e_tot_ha": -377.3874,
  "gap_ev": 9.18,
  "e_homo_ha": -0.3025,
  "total_charge": 0,
  "elements": ["C", "C", "N", "H", "H", "H", "H", "H", "H", "H", "C", "N", "N", "C", "N", "H", "H", "H"],
  "coordinates": [[-1.789, -0.168, -0.438], [-2.346, -0.579, 0.909], [-0.453, -0.780, -0.646], [-0.508, -1.791, -0.599], [0.006, -0.467, -1.501], [-1.641, 0.914, -0.476], [-2.473, -0.459, -1.250], [-1.547, -0.427, 1.674], [-2.605, -1.636, 0.911], [-3.228, 0.005, 1.155], [1.812, 0.541, -0.278], [2.760, 1.218, 0.427], [1.657, 0.542, -1.541], [0.940, -0.231, 0.610], [0.727, -0.533, 1.722], [3.513, 1.681, -0.052], [2.836, 1.072, 1.419], [2.340, 1.100, -2.046]]
}

=====

{
  "formula": "C51H45N7O4PReS",
  "method": "ωB97M-V/def2-TZVPD",
  "multiplicity": 2,
  "e_tot_ha": -3472.2774,
  "gap_ev": [4.66, 4.72],
  "e_homo_ha": [-0.3572, -0.3582],
  "total_charge": 1,
  "elements": ["Re", "C", "C", "C", "C", "C", "C", "C", "P", "C", "C", "C", "C", "C", "C", "C", "C", "C", "C", "C", "C", "C", "C", "H", "H", "H", "H", "H", "H", "H", "H", "H", "H", "H", "H", "H", "H", "H", "H", "H", "H", "H", "H", "O", "C", "O", "C", "C", "C", "C", "C", "C", "C", "C", "C", "N", "H", "H", "H", "H", "H", "H", "C", "O", "C", "O", "H", "H", "H", "S", "C", "N", "C", "C", "C", "C", "C", "C", "H", "H", "H", "H", "H", "C", "C", "N", "C", "C", "N", "C", "N", "N", "N", "C", "C", "C", "C", "C", "C", "H", "H", "H", "H", "H", "H", "H", "H", "H", "H", "H"],
  "coordinates": [[0.206, -0.202, 0.122], [2.705, 4.788, 1.372], [1.329, 4.641, 1.946], [0.791, 5.754, 2.586], [-0.488, 5.766, 3.107], [-1.275, 4.636, 2.981], [-0.758, 3.514, 2.363], [0.535, 3.485, 1.849], [1.148, 1.944, 1.048], [1.953, 2.607, -0.418], [3.284, 2.033, -0.783], [3.956, 2.815, -1.852], [3.286, 3.714, -2.613], [1.920, 3.973, -2.395], [1.257, 3.425, -1.295], [-0.185, 3.768, -1.086], [2.407, 1.305, 2.210], [2.966, 2.087, 3.220], [3.890, 1.544, 4.090], [4.270, 0.217, 3.968], [3.673, -0.579, 3.010], [2.709, -0.062, 2.146], [1.940, -1.018, 1.286], [3.322, 5.401, 2.028], [2.646, 5.297, 0.409], [3.201, 3.835, 1.219], [1.403, 6.641, 2.667], [-0.871, 6.652, 3.592], [-2.286, 4.623, 3.355], [-1.388, 2.651, 2.255], [3.950, 1.969, 0.088], [5.011, 2.642, -1.999], [3.808, 4.256, -3.388], [1.395, 4.647, -3.053], [-0.658, 3.961, -2.047], [-0.305, 4.655, -0.462], [-0.713, 2.941, -0.611], [2.659, 3.112, 3.351], [4.298, 2.151, 4.882], [4.989, -0.209, 4.649], [3.910, -1.632, 2.955], [1.618, -1.817, 1.967], [2.641, -1.532, 0.617], [-3.761, 0.876, -0.959], [-2.700, 0.676, -0.403], [-1.577, 0.482, -0.956], [-2.648, 0.689, 1.131], [-3.779, 1.142, 1.824], [-3.740, 1.179, 3.190], [-2.572, 0.754, 3.857], [-2.464, 0.771, 5.261], [-1.305, 0.400, 5.881], [-0.203, -0.008, 5.116], [-0.275, -0.053, 3.750], [-1.454, 0.325, 3.083], [-1.532, 0.312, 1.723], [-4.632, 1.450, 1.240], [-4.585, 1.521, 3.768], [-3.325, 1.082, 5.832], [-1.236, 0.430, 6.957], [0.715, -0.293, 5.604], [0.568, -0.385, 3.175], [-2.838, -3.060, 0.989], [-1.943, -2.080, 0.440], [-0.812, -1.879, 1.092], [-0.446, -2.506, 2.045], [-3.823, -2.817, 0.601], [-2.819, -3.006, 2.081], [-2.538, -4.062, 0.673], [3.960, 0.103, -2.740], [3.039, 0.474, -1.201], [1.659, 0.249, -1.453], [1.396, 0.591, -2.746], [0.182, 1.008, -3.302], [0.113, 1.345, -4.637], [1.224, 1.242, -5.473], [2.443, 0.835, -4.959], [2.524, 0.543, -3.612], [3.445, -0.150, -0.413], [-0.689, 1.097, -2.675], [-0.825, 1.702, -5.038], [1.144, 1.512, -6.515], [3.320, 0.772, -5.583], [-1.193, -1.772, -3.123], [-0.296, -2.608, -2.296], [0.279, -2.271, -1.155], [0.961, -3.372, -0.708], [0.815, -4.378, -1.604], [0.026, -3.886, -2.609], [-0.389, -4.643, -3.758], [-1.338, -5.660, -3.411], [-1.163, -6.920, -3.869], [-2.142, -7.644, -3.563], [-3.053, -6.904, -2.867], [-4.296, -7.229, -2.327], [-4.978, -6.229, -1.677], [-4.443, -4.943, -1.533], [-3.215, -4.598, -2.054], [-2.535, -5.588, -2.750], [-1.605, -0.975, -2.507], [-2.013, -2.359, -3.535], [-0.646, -1.322, -3.953], [1.475, -3.384, 0.229], [1.196, -5.378, -1.618], [0.472, -5.169, -4.186], [-0.801, -3.962, -4.513], [-4.696, -8.224, -2.425], [-5.949, -6.436, -1.256], [-5.021, -4.200, -1.003], [-2.810, -3.610, -1.911]]
}